(1)
Here is the ion C3H2N5O2 with charge +1 from OMol25. Energies are from ωB97M-V/def2-TZVPD.

As for the SMILES: N#[N+]c1[nH]ncc(=O)[n+]1[O-]. The calculation puts the HOMO energy (alpha / beta) at -0.536 / -0.521 Ha. The relative energy (zero: lowest compared OMol25 entry of this formula, charge and spin) is 4.194 eV. For the lowest unoccupied orbital energy (alpha / beta), the calculation gives -7.025 / -6.775 eV.

Geometry as ORCA input:
```
! RIJCOSX wB97M-V def2-TZVPD def2/J DEFGRID3
* xyz 1 1
O 2.021 0.498 0.763
O 0.527 2.549 -0.881
N -0.780 -0.937 0.131
N -1.661 0.058 0.155
N 1.283 -1.914 -0.076
N 1.694 -2.904 -0.480
N 0.907 0.415 0.276
C -0.031 1.681 -0.314
C 0.601 -0.831 0.304
C -1.402 1.263 -0.036
H -2.141 2.021 -0.044
H -1.021 -1.899 0.202
*
```

Atom charges from the Mulliken analysis, given in e for atoms 1 to 8:
1 O -0.4526
2 O -0.2998
3 N 0.1297
4 N -0.5450
5 N 0.5011
6 N -0.2613
7 N 0.4078
8 C 0.5016

(2)
Here is the molecule C3H4 from OMol25. Energies are from ωB97M-V/def2-TZVPD.

The calculation puts the HOMO energy at -0.297 Ha. The relative energy (zero: lowest compared OMol25 entry of this formula, charge and spin) is 3.760 eV. For the lowest unoccupied orbital energy, the calculation gives -0.016 eV.

Geometry as ORCA input:
```
! RIJCOSX wB97M-V def2-TZVPD def2/J DEFGRID3
* xyz 0 1
C -0.185 -0.057 -0.330
C -1.471 0.120 -0.474
C 1.150 0.202 -0.129
H -0.040 -0.501 0.731
H 1.560 1.203 -0.232
H -2.010 -0.063 -1.402
H 1.819 -0.582 0.213
*
```

Electronic structure analysis, Mulliken charges in units of e:
1 C 0.0971
2 C -0.3396
3 C -0.6733
4 H 0.2280
5 H 0.2473
6 H 0.1927
7 H 0.2479

What is the relative energy (zero: lowest compared OMol25 entry of this formula, charge and spin) in the second record?
3.760 eV